1.
19
Properties=species:S:1:pos:R:3:lowdin_spin:R:1 method="wB97M-V/def2-TZVPD" relative_energy_kj_mol=47.57 max_force_ev_per_a=2.2 e_lumo_ev="-3.04 / -8.06" s_squared=0.754 molar_mass_g_mol=91.2 homo_lumo_gap_ha="0.4795 / 0.2958" spin_multiplicity=2 charge=+1 e_homo_ev="-16.085 / -16.108" energy_ev=-7887.6013
C 1.062 2.363 -0.227 0.0024
C 0.905 1.118 0.636 0.0902
N 0.513 -0.086 -0.079 0.6760
C -0.017 -1.170 0.716 0.0760
C -0.161 -2.439 -0.104 0.0091
H 1.979 2.273 -0.796 0.0008
H 0.963 3.277 0.349 0.0004
H 0.263 2.410 -0.982 -0.0003
H 1.882 0.999 1.130 0.0290
H 0.198 1.193 1.491 0.0408
H -0.033 0.047 -0.940 0.0148
H 0.640 -1.360 1.576 0.0112
H -0.963 -0.812 1.190 0.0419
H -0.309 -3.283 0.570 0.0007
H -0.983 -2.344 -0.809 0.0001
H 0.751 -2.666 -0.683 -0.0003
H -1.627 0.426 -0.569 0.0007
H -2.899 -0.259 -1.134 0.0003
O -2.164 0.312 -1.335 0.0062

2.
20
Properties=species:S:1:pos:R:3:lowdin_spin:R:1 method="wB97M-V/def2-TZVPD" relative_energy_kj_mol=43.11 max_force_ev_per_a=1.3 e_lumo_ev="3.17 / 3.60" s_squared=0.750 molar_mass_g_mol=107.2 homo_lumo_gap_ha="0.0764 / 0.3453" spin_multiplicity=2 charge=-1 e_homo_ev="1.087 / -5.796" energy_ev=-9942.3505
C 1.966 0.853 0.144 0.0454
N 0.786 1.637 -0.237 0.0226
C 0.505 1.206 -1.608 0.0551
C 0.801 -0.304 -1.683 0.0817
C 1.837 -0.515 -0.562 0.0604
H 1.999 0.733 1.220 0.0211
H 2.831 1.412 -0.224 0.0010
H -0.015 1.458 0.355 0.0727
H 1.284 1.681 -2.218 0.0013
H -0.496 1.472 -1.923 0.0321
H -0.076 -0.913 -1.468 0.0561
H 1.173 -0.518 -2.672 0.0068
H 2.807 -0.912 -0.858 0.0058
H 1.441 -1.236 0.158 0.0461
H -0.133 -4.765 1.868 0.0901
H -0.478 -5.980 2.603 0.0350
O 0.211 -5.332 2.590 0.2086
H -5.078 2.903 2.075 0.0291
H -5.559 3.799 0.821 0.0180
O -5.806 3.320 1.617 0.1110

3.
20
Properties=species:S:1:pos:R:3:lowdin_spin:R:1 method="wB97M-V/def2-TZVPD" relative_energy_kj_mol=114.82 max_force_ev_per_a=4.1 e_lumo_ev="3.96 / 3.75" s_squared=0.751 molar_mass_g_mol=107.2 homo_lumo_gap_ha="0.1260 / 0.3318" spin_multiplicity=2 charge=-1 e_homo_ev="0.533 / -5.274" energy_ev=-9941.6073
C -2.048 -0.940 0.201 0.0173
N -1.672 -0.047 1.244 0.0144
C -0.712 0.947 0.692 0.0912
C -0.830 0.899 -0.811 0.0469
C -0.951 -0.619 -0.922 0.0483
H -2.003 -1.993 0.427 0.0078
H -3.145 -0.855 -0.124 0.0004
H -1.167 -0.406 2.099 0.0346
H -0.576 1.958 1.166 0.0198
H 0.344 0.550 0.820 0.0574
H 0.226 1.071 -1.134 0.0345
H -1.416 1.545 -1.350 0.0015
H -1.190 -1.021 -1.930 0.0068
H 0.042 -0.999 -0.639 0.0470
H 3.268 0.109 1.600 0.1041
H 2.280 -0.049 2.813 0.0492
O 3.078 -0.361 2.469 0.1911
H 2.946 -0.098 -2.106 0.0640
H 1.416 0.143 -1.888 0.0304
O 2.110 0.166 -2.624 0.1335

4.
20
Properties=species:S:1:pos:R:3:nbo_charge:R:1 method="wB97M-V/def2-TZVPD" relative_energy_kj_mol=149.60 max_force_ev_per_a=2.9 e_lumo_ev=0.81 molar_mass_g_mol=107.2 homo_lumo_gap_ha=0.3451 e_homo_ev=-8.579 energy_ev=-9942.6461
C -1.049 2.689 0.800 -0.6261
C -0.134 1.659 1.460 -0.4285
C 1.182 1.298 0.697 -0.2066
N 0.896 0.277 -0.356 -0.6935
C 1.653 -0.927 -0.482 0.1228
O 1.031 -1.875 -1.345 -0.7197
H -0.496 3.509 0.238 0.1976
H -1.785 2.305 0.053 0.2143
H -1.670 3.169 1.580 0.2180
H 0.181 1.894 2.478 0.2048
H -0.611 0.663 1.348 0.2291
H 1.975 0.924 1.355 0.1945
H 1.592 2.211 0.294 0.1765
H 0.582 0.759 -1.192 0.3709
H 1.893 -1.404 0.473 0.1644
H 2.672 -0.612 -0.927 0.1126
H 0.227 -1.410 -1.684 0.4694
O -2.940 -2.558 -0.552 -0.9289
H -2.134 -2.918 -0.969 0.4651
H -3.353 -3.398 -0.316 0.4635

5.
20
Properties=species:S:1:pos:R:3:nbo_charge:R:1 method="wB97M-V/def2-TZVPD" relative_energy_kj_mol=125.71 max_force_ev_per_a=3.7 e_lumo_ev=0.86 molar_mass_g_mol=107.2 homo_lumo_gap_ha=0.3355 e_homo_ev=-8.265 energy_ev=-9942.8937
C 1.351 0.514 -0.546 -0.5132
C 0.037 0.741 -0.787 0.1916
N -0.553 1.894 -0.145 -0.8345
C -0.842 -0.281 -1.402 -0.4655
C -0.133 -1.521 -1.993 -0.6109
H 1.602 -0.543 -0.593 0.1991
H 2.058 1.264 -0.240 0.2100
H -1.459 1.941 -0.606 0.3537
H -0.077 2.768 -0.340 0.3785
H -1.364 -0.619 -0.483 0.2332
H -1.522 0.179 -2.138 0.2109
H 0.136 -2.133 -1.135 0.2114
H 0.802 -1.387 -2.559 0.2193
H -0.823 -2.017 -2.683 0.2151
O 0.722 1.349 2.576 -0.9553
H 0.186 2.140 2.630 0.4698
H 0.262 0.824 1.909 0.4860
O -0.442 -1.535 2.631 -0.9415
H -0.246 -2.458 2.826 0.4642
H 0.306 -1.121 3.080 0.4781

6.
20
Properties=species:S:1:pos:R:3:nbo_charge:R:1 method="wB97M-V/def2-TZVPD" relative_energy_kj_mol=108.16 max_force_ev_per_a=1.1 e_lumo_ev=0.62 molar_mass_g_mol=107.2 homo_lumo_gap_ha=0.3000 e_homo_ev=-7.538 energy_ev=-9943.0756
C -1.445 -1.698 1.287 -0.6247
C -0.549 -0.767 0.516 -0.3251
C -0.510 -0.723 -0.821 0.0243
N -0.014 0.327 -1.555 -0.6181
C 0.628 0.077 -2.846 -0.4059
H -2.222 -1.121 1.789 0.2034
H -1.884 -2.459 0.642 0.2114
H -0.887 -2.177 2.092 0.1999
H -0.095 0.087 1.014 0.1713
H -0.939 -1.524 -1.408 0.1787
H 0.495 1.049 -1.061 0.3986
H 1.710 0.195 -2.782 0.1913
H 0.465 -0.961 -3.131 0.1918
H 0.204 0.730 -3.609 0.1913
O -0.716 1.791 3.063 -0.9475
H -0.505 0.925 3.421 0.4733
H -0.996 1.692 2.143 0.4775
O 2.317 1.475 0.034 -0.9482
H 2.248 2.266 0.581 0.4773
H 2.697 0.817 0.631 0.4794

Copy entry 2 word for word.
20
Properties=species:S:1:pos:R:3:lowdin_spin:R:1 method="wB97M-V/def2-TZVPD" relative_energy_kj_mol=43.11 max_force_ev_per_a=1.3 e_lumo_ev="3.17 / 3.60" s_squared=0.750 molar_mass_g_mol=107.2 homo_lumo_gap_ha="0.0764 / 0.3453" spin_multiplicity=2 charge=-1 e_homo_ev="1.087 / -5.796" energy_ev=-9942.3505
C 1.966 0.853 0.144 0.0454
N 0.786 1.637 -0.237 0.0226
C 0.505 1.206 -1.608 0.0551
C 0.801 -0.304 -1.683 0.0817
C 1.837 -0.515 -0.562 0.0604
H 1.999 0.733 1.220 0.0211
H 2.831 1.412 -0.224 0.0010
H -0.015 1.458 0.355 0.0727
H 1.284 1.681 -2.218 0.0013
H -0.496 1.472 -1.923 0.0321
H -0.076 -0.913 -1.468 0.0561
H 1.173 -0.518 -2.672 0.0068
H 2.807 -0.912 -0.858 0.0058
H 1.441 -1.236 0.158 0.0461
H -0.133 -4.765 1.868 0.0901
H -0.478 -5.980 2.603 0.0350
O 0.211 -5.332 2.590 0.2086
H -5.078 2.903 2.075 0.0291
H -5.559 3.799 0.821 0.0180
O -5.806 3.320 1.617 0.1110